{
  "formula": "C45H100BF4N5",
  "method": "ωB97M-V with the def2-TZVPD basis set",
  "species": ["C", "C", "C", "N", "C", "C", "C", "C", "C", "C", "H", "H", "H", "H", "H", "H", "H", "H", "H", "H", "H", "H", "H", "H", "H", "H", "H", "H", "H", "H", "C", "C", "C", "N", "C", "C", "C", "C", "C", "C", "H", "H", "H", "H", "H", "H", "H", "H", "H", "H", "H", "H", "H", "H", "H", "H", "H", "H", "H", "H", "C", "C", "C", "N", "C", "C", "C", "C", "C", "C", "H", "H", "H", "H", "H", "H", "H", "H", "H", "H", "H", "H", "H", "H", "H", "H", "H", "H", "H", "H", "C", "C", "C", "N", "C", "C", "C", "C", "C", "C", "H", "H", "H", "H", "H", "H", "H", "H", "H", "H", "H", "H", "H", "H", "H", "H", "H", "H", "H", "H", "C", "C", "C", "N", "C", "C", "C", "C", "C", "C", "H", "H", "H", "H", "H", "H", "H", "H", "H", "H", "H", "H", "H", "H", "H", "H", "H", "H", "H", "H", "B", "F", "F", "F", "F"],
  "coordinates": [[8.254478, 7.123071, -13.729359], [7.910928, 5.733001, -13.199989], [7.039148, 5.908991, -12.000059], [6.437068, 4.560391, -11.654269], [5.494868, 4.657791, -10.371359], [4.973058, 3.392561, -9.745779], [6.056468, 2.256111, -9.646899], [6.931908, 2.101491, -10.892849], [7.464558, 3.408621, -11.346359], [5.400728, 4.116141, -12.681829], [9.265298, 7.023131, -14.124759], [8.388278, 7.863161, -12.940409], [7.516338, 7.503281, -14.435539], [8.805178, 5.226641, -12.836629], [7.618068, 5.004891, -13.956419], [6.224608, 6.628721, -12.081449], [7.572228, 6.185521, -11.090409], [6.170028, 5.117811, -9.649809], [4.760888, 5.462251, -10.418529], [4.339908, 3.605201, -8.884389], [4.279248, 2.999061, -10.488659], [6.719598, 2.414141, -8.796379], [5.477058, 1.373271, -9.376799], [7.728858, 1.418371, -10.598999], [6.284608, 1.632721, -11.634039], [8.003388, 3.909031, -10.541779], [8.239808, 3.190671, -12.080919], [4.565058, 4.815961, -12.681349], [5.032348, 3.169111, -12.287429], [5.939598, 3.918051, -13.608369], [0.098588, -8.184539, 8.464111], [-0.809402, -6.958579, 8.898441], [-0.569192, -5.588259, 8.159431], [-1.702242, -4.547269, 8.385981], [-1.212732, -3.232509, 7.803761], [-1.166102, -3.340249, 6.206371], [-2.559312, -3.638399, 5.667601], [-3.132022, -4.999269, 6.306531], [-3.092052, -4.993679, 7.832931], [-1.929242, -4.176129, 9.911181], [-0.361132, -8.549889, 7.545811], [0.042588, -8.879189, 9.302221], [1.147638, -7.895259, 8.401381], [-0.634202, -6.840329, 9.967751], [-1.861492, -7.240709, 8.858341], [-0.445332, -5.827249, 7.103191], [0.310108, -5.053819, 8.519011], [-0.343952, -2.909769, 8.377491], [-1.977922, -2.478329, 7.987621], [-0.339942, -3.979669, 5.895411], [-0.954272, -2.365629, 5.766651], [-2.514412, -3.645189, 4.578551], [-3.219182, -2.814409, 5.939121], [-2.731432, -5.822519, 5.715021], [-4.129432, -5.122379, 5.884481], [-3.298892, -5.964839, 8.282561], [-3.934092, -4.392619, 8.176141], [-2.690582, -3.396329, 9.930631], [-0.962802, -4.015499, 10.388971], [-2.248912, -5.116099, 10.361061], [-8.733792, 3.673331, 0.792781], [-9.029572, 2.607731, -0.288009], [-8.078392, 2.675871, -1.579759], [-8.708652, 1.940481, -2.777019], [-9.191922, 2.904641, -3.898009], [-8.149172, 3.682411, -4.679789], [-7.110542, 2.645701, -5.280739], [-6.504422, 1.718351, -4.203049], [-7.677432, 1.019871, -3.472279], [-9.794632, 0.873191, -2.360749], [-8.748802, 4.694971, 0.413111], [-7.756052, 3.406591, 1.193971], [-9.546572, 3.741841, 1.515821], [-10.033962, 2.779191, -0.675159], [-8.962212, 1.696141, 0.305761], [-7.151812, 2.138591, -1.377609], [-7.912892, 3.692001, -1.937819], [-9.780542, 3.669561, -3.391539], [-9.871872, 2.395531, -4.581069], [-7.621172, 4.409461, -4.062779], [-8.683602, 4.221071, -5.462309], [-6.264432, 3.112161, -5.785319], [-7.525112, 2.071111, -6.109039], [-5.920922, 2.306571, -3.494799], [-5.718972, 1.064811, -4.582579], [-7.462472, 0.280221, -2.701029], [-8.280242, 0.432871, -4.165219], [-9.440152, 0.240561, -1.546969], [-10.038932, 0.353841, -3.287419], [-10.683732, 1.422241, -2.050689], [5.917398, 6.443941, 13.006501], [4.720488, 5.829701, 12.205861], [4.180558, 6.783971, 11.056621], [3.118228, 6.208021, 10.105511], [3.649278, 4.947261, 9.439341], [2.798348, 4.473921, 8.340361], [2.754378, 5.491971, 7.108221], [2.195378, 6.745221, 7.732861], [2.902438, 7.313861, 9.036711], [1.753588, 6.079471, 10.897541], [6.847378, 6.356451, 12.444741], [6.314358, 5.959611, 13.898661], [5.742428, 7.510981, 13.144071], [3.891498, 5.737371, 12.907531], [4.965128, 4.879071, 11.731991], [5.093778, 7.075471, 10.537831], [3.812348, 7.706991, 11.504441], [4.624718, 5.181141, 9.012821], [3.631458, 4.166071, 10.199291], [2.976908, 3.453681, 8.000771], [1.793458, 4.483031, 8.762541], [3.751088, 5.543671, 6.670031], [2.049028, 5.107871, 6.371301], [2.104668, 7.574431, 7.031231], [1.137998, 6.620651, 7.966341], [3.865398, 7.789461, 8.850661], [2.309068, 8.140331, 9.427811], [1.623538, 7.031681, 11.411821], [1.763488, 5.312811, 11.672301], [0.946448, 5.913181, 10.184131], [2.637708, -6.722409, -5.263469], [1.200628, -7.185829, -5.062369], [0.726808, -7.136159, -3.474929], [-0.805662, -7.468729, -3.245659], [-1.182892, -8.797739, -3.969179], [-0.455152, -10.003359, -3.327639], [-0.753042, -10.159529, -1.830509], [-0.342232, -8.867859, -1.045989], [-1.094052, -7.674039, -1.720189], [-1.831892, -6.479239, -3.840039], [3.421958, -7.405639, -4.937519], [2.835088, -5.732539, -4.851999], [2.840688, -6.775769, -6.333079], [1.065478, -8.161579, -5.529009], [0.496178, -6.656999, -5.704379], [0.799908, -6.094719, -3.161649], [1.342698, -7.685129, -2.762589], [-1.078012, -8.680109, -5.047719], [-2.257642, -8.978039, -3.946419], [0.623198, -10.121059, -3.434509], [-0.878432, -10.899669, -3.781019], [-0.073782, -10.993129, -1.652109], [-1.794692, -10.414119, -1.634959], [0.738548, -8.737749, -0.990529], [-0.569942, -8.915759, 0.018891], [-0.894272, -6.727449, -1.218039], [-2.177752, -7.767899, -1.650359], [-1.705622, -6.321079, -4.911079], [-1.926372, -5.495359, -3.380509], [-2.862092, -6.829039, -3.773429], [-0.113312, 1.277111, -1.292169], [0.988848, 1.035271, -0.509159], [-1.048412, 0.282201, -1.147999], [-0.685602, 2.506361, -0.955779], [0.289648, 1.303981, -2.599389]],
  "forces_ev_per_a": [[0.9, -0.4, -0.1], [1.1, 0.5, 0.5], [-0.8, -1.7, 0.9], [-3.3, -1.9, 0.7], [2.5, 1.6, 1.5], [0.5, -1.3, -2.3], [-0.8, 0.9, 1.4], [-2.3, -0.4, 1.0], [1.0, 1.8, 0.5], [1.2, -0.7, 0.4], [-0.3, 0.4, -0.8], [-0.3, -0.1, 0.3], [0.3, -0.1, -0.1], [0.4, 0.4, 0.1], [-0.8, 0.5, -0.2], [-0.2, -0.2, -0.4], [0.4, 0.2, -0.2], [0.4, -0.1, 0.2], [-0.3, -0.3, -1.1], [0.6, 0.0, 0.3], [-0.5, -0.2, 0.2], [0.0, 0.3, 0.2], [0.3, -0.3, -0.3], [0.2, 0.2, -0.5], [0.5, -0.2, -0.4], [0.2, -0.3, 0.3], [-0.6, 0.8, -0.8], [0.4, 0.1, -0.5], [-0.1, 0.1, -0.4], [-0.6, 0.3, -0.2], [-1.2, 1.7, 0.5], [0.8, 0.4, 0.6], [-0.9, -1.2, 1.0], [-0.6, 0.9, 1.0], [-1.2, -0.1, -2.3], [0.4, 1.0, 1.4], [-0.1, -1.7, 1.2], [0.2, 1.3, -2.2], [0.7, -0.6, -0.8], [0.5, -2.3, -1.4], [0.7, -0.5, 0.0], [-0.2, -0.3, -0.4], [-0.1, 0.0, -0.5], [0.1, 0.4, 0.1], [0.0, -0.1, -0.4], [-0.3, 0.6, -0.1], [0.1, -0.3, 0.0], [0.3, -0.3, -0.5], [-0.2, -0.1, 0.3], [-0.4, -0.3, -0.2], [0.5, 0.2, 0.5], [-0.2, -0.4, 0.1], [0.0, 0.1, 0.1], [1.1, -0.4, 0.9], [-0.6, 0.4, 0.9], [0.3, -0.1, -0.2], [0.6, 0.7, 0.3], [0.4, -0.1, 0.2], [-0.1, 0.8, -0.3], [-0.6, 0.2, 0.1], [0.0, 0.3, -1.1], [0.3, 1.4, -0.7], [-1.3, -1.0, 1.0], [0.4, -1.4, -1.3], [-1.1, 0.9, 1.3], [1.7, -2.0, -0.3], [0.5, 0.5, -0.1], [-1.1, 0.8, 0.8], [0.2, -0.5, 0.1], [-0.1, 2.1, -0.8], [0.5, 0.0, -0.4], [-0.2, 0.5, 0.5], [0.3, -0.7, 0.3], [-0.1, -0.2, 0.3], [-0.1, -0.5, -0.9], [0.1, 0.4, -0.1], [0.1, -0.1, 0.4], [-0.4, -0.2, 0.3], [0.2, -0.5, 0.2], [0.0, 0.0, 0.0], [0.1, 0.0, 0.0], [-0.1, 0.6, 0.2], [-0.6, -0.2, 0.3], [-0.2, 0.3, 0.2], [-0.6, -0.5, -0.2], [0.8, 0.2, 0.1], [0.1, 0.3, -0.4], [0.2, 0.1, -0.4], [0.1, -0.2, 0.4], [0.1, -0.2, 0.1], [0.5, 0.1, -1.6], [-0.7, 0.7, 0.1], [1.4, -0.6, 1.4], [-0.3, 1.6, 0.7], [0.2, 0.0, 0.6], [-1.9, 0.8, -2.2], [-0.1, -1.5, 2.0], [0.1, 1.7, 0.6], [-0.3, -0.9, -1.2], [1.2, 0.1, -0.6], [-0.1, 0.3, -0.8], [-1.3, -0.2, 0.4], [0.1, -0.1, 0.4], [0.0, -0.6, 0.0], [0.1, -0.1, 0.4], [-0.4, -0.1, -0.8], [-0.4, -0.1, -0.1], [0.3, 0.0, 0.7], [0.6, 0.3, 0.1], [0.5, 0.1, 0.3], [-0.4, -0.4, -0.3], [-0.1, 0.4, 0.0], [0.2, 0.1, -0.1], [0.5, 0.2, -0.1], [-0.1, -0.5, 0.3], [0.2, -0.5, -0.3], [-0.2, -0.4, 0.4], [0.0, 0.0, -0.3], [0.4, -0.2, -0.4], [0.2, 0.0, 0.1], [0.1, -0.3, -0.4], [-0.8, -0.8, 1.7], [-0.9, 1.0, -2.3], [-0.9, -1.1, -0.4], [1.0, -0.5, 0.4], [-1.2, 0.1, -0.2], [1.2, 0.7, 0.0], [-0.7, -0.3, -1.2], [0.5, 0.3, 0.0], [0.0, 0.5, 0.0], [-0.4, -0.2, 0.8], [0.0, 0.0, -0.2], [-0.2, 0.7, -0.2], [0.3, -0.6, 0.7], [0.0, 0.9, 0.5], [0.0, 0.1, -0.1], [-0.3, -0.5, -0.5], [0.9, 0.2, 0.1], [-0.1, 0.3, 0.9], [0.0, 0.7, -0.5], [0.0, 0.0, -0.3], [-0.4, -0.1, 1.1], [0.1, -0.1, 0.0], [0.1, 0.1, -0.6], [-0.7, 0.1, -0.1], [0.4, 0.1, -0.2], [0.0, -0.4, -0.1], [0.7, -0.2, 0.1], [1.0, -0.1, 0.4], [0.3, -0.9, 0.4], [0.1, 0.7, -0.1], [1.0, -0.3, 1.1], [-1.2, -1.3, 0.4], [-0.4, 0.6, 0.3], [0.4, 0.1, -1.8]],
  "lowdin_charge": [-0.07, -0.24, -0.14, -0.22, -0.12, -0.15, -0.17, -0.18, -0.09, 0.03, 0.09, 0.08, 0.09, 0.11, 0.11, 0.14, 0.14, 0.13, 0.14, 0.13, 0.10, 0.12, 0.12, 0.14, 0.12, 0.14, 0.14, 0.12, 0.08, 0.11, -0.06, -0.21, -0.08, -0.24, -0.11, -0.15, -0.16, -0.14, -0.09, 0.05, 0.08, 0.08, 0.08, 0.10, 0.09, 0.12, 0.13, 0.13, 0.13, 0.11, 0.12, 0.12, 0.11, 0.11, 0.11, 0.12, 0.14, 0.11, 0.11, 0.10, -0.09, -0.21, -0.06, -0.23, -0.11, -0.13, -0.16, -0.14, -0.13, 0.03, 0.08, 0.08, 0.08, 0.09, 0.11, 0.13, 0.12, 0.13, 0.14, 0.11, 0.13, 0.11, 0.11, 0.11, 0.13, 0.13, 0.12, 0.11, 0.10, 0.10, -0.08, -0.20, -0.13, -0.22, -0.13, -0.17, -0.14, -0.17, -0.07, 0.06, 0.07, 0.08, 0.08, 0.10, 0.09, 0.13, 0.13, 0.15, 0.14, 0.13, 0.10, 0.12, 0.12, 0.12, 0.11, 0.13, 0.13, 0.11, 0.11, 0.09, -0.10, -0.20, -0.02, -0.21, -0.11, -0.17, -0.17, -0.14, -0.09, 0.00, 0.08, 0.08, 0.08, 0.10, 0.10, 0.12, 0.11, 0.12, 0.13, 0.12, 0.13, 0.12, 0.12, 0.10, 0.12, 0.13, 0.13, 0.10, 0.11, 0.10, -1.40, 0.11, 0.10, 0.08, 0.11],
  "homo_ev": -13.90,
  "orbital_gap_ha": 0.3206,
  "charge": 4,
  "e_lumo_ha": -0.1902,
  "energy_ha": -2471.5599,
  "de_lowest_kj_mol": 441.6
}